Entry 1:
Here is a single C6H12 molecule from the Open Molecules 2025 dataset. Energies are from the ωB97M-V functional and the def2-TZVPD basis.

Computed properties:
Structure (SMILES): CC1(C)CCC1
Gap between HOMO and LUMO, eV: 11.5

Each line ends with the Mulliken charge.
CARTESIAN COORDINATES (ANGSTROEM)
1 H -0.6423 2.0536 -0.9878  0.42
2 H 1.9306 -1.2770 0.6992  0.23
3 H 1.1180 0.4279 -1.7335  0.30
4 H -1.8008 0.8076 -1.4875  0.36
5 H 0.9710 1.6404 0.8589  0.30
6 C 1.8121 -0.2900 0.2384  -0.56
7 H 0.5707 0.3518 2.0232  0.30
8 H 2.8046 0.1535 0.1113  0.34
9 H -1.8316 -0.7759 1.1988  0.38
10 H -1.9304 1.5442 0.1201  0.36
11 H -1.6967 -1.5306 -0.4016  0.38
12 C -0.3050 0.1094 -0.0750  1.61
13 C 0.7569 0.5698 0.9649  -0.89
14 H 0.7594 -1.3012 -1.4994  0.29
15 H -0.4804 -1.8664 0.8419  0.37
16 C -1.1222 -1.0833 0.4200  -1.63
17 C 0.8721 -0.3380 -0.9879  -0.90
18 C -1.2200 1.1898 -0.6379  -1.68

=====

Entry 2:
Here is a molecular structure, C4H5N3S from the Open Molecules 2025 dataset. Energies are from the ωB97M-V functional and the def2-TZVPD basis.

Computed properties:
Gap between HOMO and LUMO, eV: 7.8

Each line ends with the Mulliken charge.
CARTESIAN COORDINATES (ANGSTROEM)
1 N 0.7605 -0.6989 0.5137  -0.45
2 H 2.6347 2.2290 -0.1259  0.35
3 H -1.6729 -1.3481 1.3148  0.27
4 H -1.3269 -1.9861 -0.8190  0.26
5 S 3.4537 -0.7278 -0.1978  -0.33
6 H -3.1250 -0.9005 -0.3600  0.25
7 C -1.8479 -1.1447 -0.0558  -0.64
8 N -1.3267 0.2465 -0.3613  -0.18
9 H -1.9492 0.9969 -0.1893  0.33
10 C -0.0542 0.3223 0.0010  0.46
11 N 0.5628 1.6764 0.0017  -0.55
12 C 2.0635 -0.1282 0.1788  0.19
13 C 1.8275 1.4632 0.0992  0.02

=====

Entry 3:
Here is a molecular structure, C25H24N6O3RuS2 from the Open Molecules 2025 dataset. Energies are from the ωB97M-V functional and the def2-TZVPD basis.

Computed properties:
Spin multiplicity: 5
⟨S²⟩: 6.0183
Charge: +2
Gap between HOMO and LUMO (spin up / spin down), eV: 8.7 / 6.7

Each line ends with the Mulliken charge.
CARTESIAN COORDINATES (ANGSTROEM)
1 C 3.4694 -1.6582 -2.6623  -0.84
2 N 5.9533 -0.1506 -4.6304  -0.36
3 C -0.9038 2.2401 -0.2377  0.04
4 N 1.2470 0.0978 1.9757  0.91
5 H -4.3923 -2.9693 -2.8672  0.44
6 C 2.4288 0.5170 -1.4159  -0.36
7 C -3.9109 -1.5153 -1.3674  -0.96
8 C -1.1683 2.1683 1.2337  -1.34
9 C -3.6083 -2.5079 -2.2806  -0.53
10 H 2.0105 -2.7189 -1.5362  0.35
11 H 4.5019 0.2960 2.7505  0.49
12 N -0.5334 1.1064 -0.8129  1.66
13 H -4.9327 -1.1802 -1.2456  0.51
14 S -0.6953 -3.1046 2.3596  0.82
15 C -2.2870 -2.8972 -2.4328  -1.15
16 H -1.9930 -3.6597 -3.1409  0.49
17 C 0.7174 0.7248 3.0522  1.08
18 H -4.4002 0.1523 0.4333  0.64
19 C 2.4256 -1.7417 -1.7591  -0.39
20 C -0.3709 1.0812 -2.1451  -0.65
21 C 3.4352 0.4393 2.8557  -1.11
22 C -0.5259 2.2004 -2.9315  -0.98
23 H -0.9772 4.3059 -2.8988  0.46
24 C -2.7471 0.3269 1.7185  -1.14
25 C -0.7832 0.7698 3.1307  -1.69
26 H 2.9542 -0.5782 1.0284  0.57
27 N -1.6372 -1.3482 -0.7244  1.17
28 H -0.1111 0.1251 -2.5817  0.45
29 H 3.5400 1.4896 4.7286  0.46
30 C 5.0892 -0.2634 -3.8810  -0.34
31 H 1.0677 1.7446 4.8897  0.53
32 S 0.7676 -2.9956 0.8070  -0.02
33 H 2.0111 1.3689 -0.8914  0.60
34 H -1.1421 -0.1114 3.6525  0.62
35 N 1.8895 -0.6787 -1.1423  0.84
36 H -1.1194 1.6490 3.6816  0.49
37 C -1.0622 3.4208 -0.9476  -1.18
38 C -1.3432 -2.3013 -1.6354  -0.35
39 C -2.9176 -0.9323 -0.5952  1.12
40 C 2.5827 -0.0491 1.8920  -0.45
41 C -0.8585 3.4019 -2.3154  -0.59
42 H -1.3606 4.3286 -0.4359  0.56
43 H -0.3413 2.6428 1.7610  0.59
44 C 4.0041 -0.4062 -2.9420  0.51
45 H -3.3566 1.0323 2.2900  0.49
46 H -2.0685 2.7341 1.4816  0.51
47 C 3.4748 0.7040 -2.2953  -0.86
48 C -3.3211 0.2190 0.3094  -1.32
49 H -2.7961 -0.6360 2.2173  0.64
50 H -3.1539 1.1459 -0.2435  0.29
51 O -0.7240 -4.3961 2.9293  -0.53
52 H -0.3024 -2.5706 -1.7263  0.24
53 O -1.8458 -2.6502 1.5804  -0.53
54 Ru -0.1689 -0.8144 0.7003  0.54
55 C 1.5202 1.2433 4.0441  -1.03
56 H -0.3922 2.1339 -4.0031  0.52
57 O -0.1374 -1.9975 3.1339  -0.50
58 C 2.8962 1.0976 3.9508  -0.43
59 H 3.8591 -2.5494 -3.1351  0.53
60 H 3.8723 1.6938 -2.4749  0.56
61 N -1.3285 0.7811 1.7470  0.90

=====

Entry 4:
Here is a single C3H4N2O3 molecule from the Open Molecules 2025 dataset. Energies are from the ωB97M-V functional and the def2-TZVPD basis.

Computed properties:
Structure (SMILES): O=NN1CCOC1=O
Gap between HOMO and LUMO, eV: 9.8

Each line ends with the Mulliken charge.
CARTESIAN COORDINATES (ANGSTROEM)
1 H 1.1893 0.1439 -1.4127  0.22
2 N -1.6262 0.5679 -1.3064  -0.27
3 O -1.9795 -1.2400 1.0613  -0.48
4 O -2.8182 0.4107 -1.2737  -0.38
5 C 0.5691 0.5004 -0.5538  -0.44
6 C -0.9592 -0.7061 0.7760  0.55
7 H 2.2600 -1.0319 0.3738  0.27
8 N -0.7838 -0.0143 -0.4030  0.60
9 H 0.6746 1.7262 -0.6171  0.26
10 C 1.3671 -0.2231 0.6418  -0.22
11 O 0.2925 -0.8108 1.3166  -0.33
12 H 1.8143 0.6770 1.3971  0.21

=====

Entry 5:
Here is a single C4H4OS molecule from the Open Molecules 2025 dataset. Energies are from the ωB97M-V functional and the def2-TZVPD basis.

Computed properties:
Structure (SMILES): O=C/C=C\C=S
Gap between HOMO and LUMO, eV: 7.7

Each line ends with the Mulliken charge.
CARTESIAN COORDINATES (ANGSTROEM)
1 H 0.7212 1.8153 -0.2149  0.39
2 C -0.4390 0.1089 -0.4175  -0.31
3 H -1.3703 0.6773 -0.5967  0.28
4 O 0.4364 -2.0294 0.0247  -0.52
5 H 1.3831 -0.7755 1.0633  0.35
6 C 1.7686 -0.0439 0.4423  -0.35
7 S 3.3564 0.1266 -0.1235  -0.19
8 C -0.5478 -1.3193 -0.1326  0.22
9 H -1.6433 -1.5766 0.0587  0.26
10 C 0.6576 0.7536 -0.0871  -0.16

=====

Entry 6:
Here is a molecular structure, C17H23ClN2Pt from the Open Molecules 2025 dataset. Energies are from the ωB97M-V functional and the def2-TZVPD basis.

Computed properties:
Spin multiplicity: 5
⟨S²⟩: 6.0204
Charge: +2
Gap between HOMO and LUMO (spin up / spin down), eV: 8.4 / 4.5

Each line ends with the Mulliken charge.
CARTESIAN COORDINATES (ANGSTROEM)
1 H -0.0057 2.9445 -1.1730  0.44
2 C -1.1445 3.8540 2.0463  -0.28
3 H 0.8067 -0.1158 3.0776  0.38
4 H 1.4417 1.1413 -2.5344  0.50
5 C -0.3915 -0.1195 -2.4483  -0.40
6 C 0.1035 2.2010 2.5867  -0.25
7 H -2.7348 -8.0651 -0.5142  0.36
8 Pt 0.0000 0.0000 0.0000  1.30
9 H -2.8219 -6.6632 0.5543  0.38
10 N -1.1419 2.9545 1.0556  -0.10
11 H 3.0695 0.0971 -0.6089  0.50
12 C 0.4216 1.0184 -2.2112  -0.70
13 H -1.2690 -7.1675 -0.1134  0.38
14 H -1.6752 3.2808 0.2473  0.26
15 C -2.3304 -7.0693 -0.3260  -1.38
16 C -0.3641 3.4048 3.0336  -0.87
17 C 1.8981 -1.5704 0.2908  -0.42
18 C 2.0448 0.4763 1.3293  -0.11
19 H -2.5047 -0.5331 -1.9056  0.51
20 C -2.5677 -6.1950 -1.5390  1.09
21 C -0.3358 1.9674 -1.4825  -0.12
22 H -0.1054 -1.0029 -2.9938  0.52
23 H -4.5043 -6.9482 -2.0467  0.36
24 H 2.3203 1.4920 1.5574  0.46
25 N -0.3856 1.8649 1.3296  -0.12
26 H -1.6731 4.7994 2.0267  0.45
27 H -0.1316 3.9022 3.9664  0.45
28 H -2.2214 -7.6905 -3.0282  0.36
29 H -4.5478 -5.5732 -0.9411  0.38
30 H 0.6305 -2.4950 1.8680  0.50
31 H 2.0388 -2.3736 -0.4131  0.52
32 C 2.4488 -0.2663 0.1931  -0.68
33 H 0.7938 1.7622 3.2577  0.40
34 H -4.1987 -5.3184 -2.6513  0.37
35 H -2.4353 1.9089 -0.7709  0.35
36 C -1.8330 -6.7067 -2.7597  -1.39
37 Cl -1.8520 -4.5172 -1.1426  -0.25
38 C 1.2525 -0.3752 2.1329  0.00
39 C 1.1632 -1.6379 1.4949  -0.72
40 C -4.0428 -5.9882 -1.8095  -1.39
41 C -1.6584 0.1315 -1.8767  -0.70
42 H -1.9706 -6.0427 -3.6092  0.38
43 C -1.6218 1.4176 -1.2782  -0.04
44 H -0.7677 -6.8025 -2.5663  0.38

=====

Computed energy above the lowest of the compared OMol25 structures with the same formula, charge and spin, in the same sequence as the records: 76.7, 427.3, 25.6, 438.9, 210.7, 7.1 kJ/mol.